Entry 1:
{
  "formula": "C33H30MnN8O2STe",
  "method": "wB97M-V/def2-TZVPD",
  "symbols": ["Mn", "N", "C", "S", "N", "N", "C", "C", "C", "C", "C", "C", "N", "H", "H", "H", "H", "H", "H", "H", "O", "N", "C", "C", "N", "C", "N", "C", "C", "C", "C", "C", "C", "Te", "N", "C", "O", "C", "C", "C", "C", "C", "C", "C", "C", "C", "C", "C", "C", "C", "C", "C", "C", "H", "H", "H", "H", "H", "H", "H", "H", "H", "H", "H", "H", "H", "H", "H", "H", "H", "H", "H", "H", "H", "H", "H"],
  "positions_angstrom": [[0.7564, -3.0482, 1.0397], [3.8113, -2.7680, 4.2332], [2.7732, -3.0156, 3.3853], [2.8141, -2.1824, 1.8498], [1.8789, -3.8790, 3.8020], [0.9181, -4.0808, 2.8600], [-0.0717, -4.8572, 3.0842], [-1.0280, -4.9702, 1.9931], [-2.1408, -5.7433, 2.0385], [-2.9358, -5.8481, 0.8437], [-2.7003, -5.0366, -0.1965], [-1.6928, -3.9360, -0.0604], [-0.6609, -4.2801, 0.8620], [4.3377, -1.9290, 4.0677], [3.6902, -3.0685, 5.1860], [-0.1890, -5.3880, 4.0246], [-2.3657, -6.3205, 2.9248], [-3.7058, -6.6078, 0.7830], [-3.2600, -5.1019, -1.1198], [-1.2307, -3.6750, -1.0130], [1.1634, -3.2131, -0.9948], [2.2171, -2.6732, -1.5037], [2.1635, -2.4865, -2.7967], [3.3071, -1.9430, -3.4649], [4.2081, -1.5117, -4.0354], [0.9968, -2.8209, -3.5688], [0.0641, -3.0871, -4.1871], [4.0678, 6.2453, -1.4842], [3.3282, 5.0121, -1.0355], [3.2882, 3.8696, -1.8216], [2.6135, 2.7203, -1.4200], [2.6660, 1.5172, -2.3214], [1.9349, 2.7127, -0.1864], [0.9270, 0.9270, 0.4724], [-0.5504, -1.5798, 1.1229], [-1.7764, -1.6890, 0.8586], [-2.4582, -2.7687, 0.3741], [-2.7306, -0.5521, 1.0712], [-3.8695, -0.4071, 0.2869], [-4.7020, 0.6896, 0.4628], [-4.4164, 1.6339, 1.4382], [-3.2879, 1.4822, 2.2344], [-2.4445, 0.3994, 2.0451], [-0.5709, 0.9569, -1.0236], [-0.7035, -0.1825, -1.8135], [-1.6947, -0.2761, -2.7778], [-2.5616, 0.7921, -2.9609], [-2.4279, 1.9308, -2.1825], [-1.4405, 2.0383, -1.2034], [-1.3388, 3.2995, -0.3915], [1.9758, 3.8581, 0.6209], [1.2792, 3.9690, 1.9571], [2.6708, 4.9838, 0.1831], [4.5684, 6.0767, -2.4375], [4.8232, 6.5383, -0.7524], [3.3855, 7.0894, -1.6062], [3.8080, 3.8618, -2.7744], [3.3231, 1.6959, -3.1721], [1.6778, 1.2566, -2.6996], [3.0399, 0.6468, -1.7793], [-4.0868, -1.1460, -0.4717], [-5.5735, 0.8091, -0.1694], [-5.0688, 2.4879, 1.5760], [-3.0590, 2.2158, 2.9982], [-1.5458, 0.2791, 2.6352], [-0.0257, -1.0138, -1.6608], [-1.7736, -1.1727, -3.3796], [-3.3442, 0.7381, -3.7084], [-3.1131, 2.7599, -2.3239], [-2.2544, 3.8859, -0.4785], [-0.4980, 3.9139, -0.7234], [-1.1719, 3.0646, 0.6614], [0.8142, 3.0345, 2.2583], [0.4998, 4.7341, 1.9123], [1.9868, 4.2692, 2.7327], [2.6919, 5.8640, 0.8208]],
  "forces_ev_per_angstrom": [[-0.2, 0.7, 0.0], [0.0, 0.0, 0.0], [-0.1, -0.1, -0.1], [0.1, 0.1, 0.2], [0.1, 0.1, 0.0], [0.2, -0.1, -0.1], [0.0, -0.1, 0.0], [0.0, 0.0, -0.2], [0.0, -0.1, 0.2], [0.0, 0.0, -0.1], [0.0, 0.0, 0.0], [0.1, -0.1, 0.0], [-0.5, -0.3, 0.0], [0.0, 0.0, 0.0], [0.0, 0.0, 0.0], [0.0, 0.0, 0.0], [0.0, 0.0, 0.0], [0.0, 0.0, 0.0], [0.0, 0.0, 0.0], [0.0, 0.1, 0.0], [0.1, 0.1, 0.1], [0.0, -0.1, 0.0], [-0.1, 0.0, -0.1], [-0.1, 0.0, 0.1], [0.0, 0.0, 0.0], [0.1, 0.0, 0.0], [0.0, 0.0, 0.0], [0.0, 0.0, 0.0], [0.0, 0.0, 0.0], [0.0, 0.0, 0.0], [0.0, 0.0, 0.1], [0.0, 0.0, 0.1], [0.0, -0.1, -0.1], [0.2, 0.0, -0.1], [0.2, -0.4, -0.2], [0.1, 0.1, 0.1], [0.0, 0.0, 0.0], [0.0, 0.0, 0.0], [0.0, 0.0, 0.0], [0.0, 0.0, 0.0], [0.0, 0.0, 0.0], [0.0, 0.0, 0.0], [0.0, 0.0, 0.0], [0.0, 0.1, 0.0], [0.1, 0.0, 0.0], [0.0, 0.0, 0.0], [0.0, 0.0, 0.0], [0.0, 0.0, 0.0], [0.0, 0.0, 0.0], [0.0, 0.0, 0.0], [-0.1, 0.0, 0.0], [0.0, 0.0, 0.0], [0.0, 0.0, 0.0], [0.0, 0.0, 0.0], [0.0, 0.0, 0.0], [0.0, 0.0, 0.0], [0.0, 0.0, 0.0], [0.0, 0.0, 0.0], [-0.1, 0.0, 0.0], [0.0, 0.0, 0.0], [0.0, 0.0, 0.0], [0.0, 0.0, 0.0], [0.0, 0.0, 0.0], [0.0, 0.0, 0.0], [0.0, 0.0, 0.0], [0.0, 0.0, 0.0], [0.0, 0.0, 0.0], [0.0, 0.0, 0.0], [0.0, 0.0, 0.0], [0.0, 0.0, 0.0], [0.0, 0.0, 0.0], [0.0, 0.0, 0.0], [0.0, 0.0, 0.0], [0.0, 0.0, 0.0], [0.0, 0.0, 0.0], [0.0, 0.0, 0.0]],
  "mulliken_charge": [-0.14, -0.44, 0.66, -0.43, -1.39, 0.86, -0.28, 0.31, -0.87, -0.21, -1.14, 0.68, 0.18, 0.24, 0.25, 0.40, 0.41, 0.41, 0.43, 0.02, -0.29, -0.48, 0.89, -0.01, -0.57, 0.22, -0.59, -1.55, 0.84, -1.11, 0.78, -1.26, -0.39, 0.54, -0.55, 0.39, -0.23, 0.75, -0.48, -0.67, -0.45, -0.72, -0.10, 0.10, 0.17, -0.71, -0.87, -0.61, 1.30, -1.62, 1.46, -2.08, -0.68, 0.34, 0.34, 0.32, 0.26, 0.40, 0.18, 0.18, 0.43, 0.39, 0.39, 0.42, 0.48, 0.01, 0.42, 0.35, 0.35, 0.45, 0.36, 0.12, 0.18, 0.33, 0.52, 0.40],
  "spin_multiplicity": 5,
  "de_lowest_kcal_mol": 3.7,
  "charge": -1,
  "homo_energy_ev": [-4.8, -5.0]
}

Entry 2:
{
  "formula": "C33H30N2O5S2",
  "method": "wB97M-V/def2-TZVPD",
  "symbols": ["C", "O", "C", "S", "C", "C", "C", "C", "C", "C", "O", "O", "S", "C", "C", "C", "C", "C", "C", "O", "O", "H", "H", "H", "H", "H", "H", "H", "H", "H", "H", "H", "H", "H", "C", "N", "C", "C", "C", "C", "C", "N", "C", "C", "C", "C", "C", "C", "C", "C", "C", "C", "C", "C", "C", "H", "H", "H", "H", "H", "H", "H", "H", "H", "H", "H", "H", "H", "H", "H", "H", "H"],
  "positions_angstrom": [[-2.4291, 0.4324, -1.6115], [-2.5931, 1.5988, -0.7229], [-1.6168, 1.8824, 0.1612], [-1.1588, 3.6382, 0.1872], [0.2020, 3.8651, -0.9440], [1.5011, 3.8266, -0.4382], [2.5755, 4.1419, -1.2745], [2.3522, 4.4703, -2.6144], [1.0504, 4.4543, -3.1237], [-0.0283, 4.1383, -2.2942], [-2.2653, 4.4150, -0.3359], [-0.6447, 3.9135, 1.5180], [-1.8341, 1.1741, 1.8017], [-2.8539, 2.2794, 2.7596], [-2.2853, 3.0233, 3.7959], [-3.0553, 3.9898, 4.4379], [-4.3809, 4.1998, 4.0457], [-4.9460, 3.4279, 3.0257], [-4.1900, 2.4421, 2.3950], [-2.6133, -0.0360, 1.5539], [-0.5394, 1.0972, 2.4522], [-2.9284, 0.6986, -2.5515], [-1.3583, 0.2936, -1.7675], [-2.8816, -0.4366, -1.1264], [1.6538, 3.5691, 0.6093], [3.5845, 4.1545, -0.8603], [3.1903, 4.7541, -3.2511], [0.8675, 4.7176, -4.1645], [-1.0456, 4.1200, -2.6799], [-1.2454, 2.8579, 4.0670], [-2.5963, 4.5920, 5.2221], [-4.9698, 4.9824, 4.5292], [-5.9702, 3.5997, 2.6960], [-4.6054, 1.8322, 1.5962], [0.4158, -1.0550, -5.2374], [0.7548, -1.3138, -3.8517], [-0.1239, -1.3218, -2.8136], [0.5832, -1.4561, -1.5886], [0.0174, -1.5188, -0.2771], [0.3226, -2.6082, 0.5526], [1.0222, -3.7856, 0.1702], [1.2385, -4.5748, 1.2567], [1.9393, -5.8394, 1.2584], [0.6584, -3.9868, 2.3875], [0.0401, -2.7864, 1.9828], [-0.6518, -2.0697, 2.9390], [-0.6151, -2.4724, 4.2847], [0.0487, -3.6485, 4.6706], [0.6697, -4.4517, 3.6981], [1.9939, -1.6273, -1.9660], [2.0512, -1.5233, -3.3795], [3.2087, -1.6990, -4.1256], [4.3736, -2.0351, -3.4255], [4.3481, -2.1440, -2.0276], [3.1695, -1.9306, -1.2883], [1.3450, -1.0038, -5.8130], [-0.2049, -1.8566, -5.6601], [-0.1402, -0.1062, -5.3184], [-1.2009, -1.3019, -2.9823], [-0.7459, -0.8042, 0.0346], [1.3754, -4.0734, -0.8188], [2.0122, -6.1839, 2.2919], [1.4004, -6.5982, 0.6748], [2.9480, -5.7279, 0.8341], [-1.2208, -1.2112, 2.6231], [-1.1175, -1.8560, 5.0358], [0.0651, -3.9475, 5.7251], [1.1459, -5.4016, 3.9471], [3.2000, -1.5733, -5.2077], [5.2978, -2.2219, -3.9752], [5.2705, -2.3963, -1.5067], [3.1632, -1.9973, -0.1979]],
  "forces_ev_per_angstrom": [[0.1, 1.8, 1.3], [-1.6, -1.0, -1.7], [2.0, 0.3, 1.6], [-1.3, -1.8, 0.7], [0.3, 0.0, -0.3], [0.1, 0.1, -0.2], [-0.2, 0.0, 0.0], [-0.2, 0.0, 0.2], [0.0, -0.1, 0.2], [0.2, 0.0, 0.1], [0.5, 0.1, -0.1], [0.1, 0.2, -0.6], [0.3, 1.9, -1.9], [-0.1, -0.2, 0.6], [-0.2, 0.0, -0.2], [-0.1, -0.1, -0.2], [0.1, 0.0, 0.0], [0.1, 0.0, 0.1], [0.2, 0.2, 0.0], [0.2, -0.2, 0.2], [-0.5, -0.5, 0.2], [0.0, -0.2, 0.2], [-0.2, 0.2, 0.0], [0.0, 0.0, -0.1], [-0.1, 0.2, -0.2], [-0.2, 0.0, -0.2], [-0.2, -0.1, 0.1], [0.1, -0.1, 0.2], [0.2, 0.1, 0.1], [-0.2, 0.1, -0.2], [-0.2, -0.1, -0.2], [0.2, -0.3, -0.2], [0.2, 0.0, 0.2], [0.1, 0.1, 0.1], [-0.3, 0.0, -0.3], [-0.2, -0.2, 0.5], [1.1, 0.3, 0.9], [-0.1, 0.0, -1.5], [-0.1, -1.9, 0.1], [-0.2, 0.7, 0.2], [0.6, -0.5, 1.1], [-0.4, 1.0, -1.8], [0.3, -0.5, -0.2], [-0.2, 0.4, 0.2], [0.3, -0.7, 0.4], [-0.1, 0.3, 0.6], [0.1, -0.1, -0.4], [0.1, -0.1, -0.4], [-0.1, 0.2, 0.3], [-0.6, -0.3, -0.7], [-0.5, 0.1, 0.3], [0.6, 0.0, 0.3], [-0.6, 0.2, -0.3], [-0.5, 0.1, 0.5], [0.9, 0.0, -0.1], [-0.4, 0.1, 0.1], [0.2, 0.1, 0.2], [0.4, -0.3, 0.0], [0.5, 0.1, 0.0], [0.2, 0.1, 0.1], [-0.1, 0.1, 0.3], [0.1, 0.0, -0.3], [0.1, 0.3, 0.2], [-0.3, 0.0, 0.2], [0.0, 0.1, 0.2], [0.2, -0.3, -0.3], [0.0, 0.1, -0.5], [-0.2, 0.4, 0.1], [0.1, -0.2, 0.3], [-0.3, 0.1, 0.2], [-0.2, 0.1, -0.1], [0.1, 0.0, -0.3]],
  "mulliken_charge": [-0.54, -0.34, -0.15, 1.54, -0.11, -0.21, -0.71, -0.39, -0.74, -0.15, -0.75, -0.66, 1.50, 0.00, -0.36, -0.64, -0.39, -0.68, -0.40, -0.78, -0.75, 0.35, 0.02, 0.34, 0.46, 0.38, 0.39, 0.40, 0.45, 0.38, 0.37, 0.35, 0.36, 0.37, -0.91, 0.24, -0.90, 0.52, 0.70, 0.27, -1.00, 0.25, -0.91, 0.54, 0.01, 0.19, -0.91, -0.57, -1.06, 0.33, 0.40, -1.04, -0.65, -0.91, 0.01, 0.28, 0.33, 0.33, 0.69, -0.18, 0.62, 0.28, 0.33, 0.33, 0.77, 0.45, 0.37, 0.21, 0.26, 0.39, 0.41, 0.60],
  "homo_energy_ev": -6.1
}

Entry 3:
{
  "formula": "C33H30N4V",
  "method": "wB97M-V/def2-TZVPD",
  "symbols": ["V", "C", "C", "C", "C", "C", "C", "C", "N", "C", "N", "C", "C", "C", "C", "C", "C", "C", "N", "C", "C", "C", "C", "C", "C", "C", "H", "H", "H", "H", "H", "H", "H", "H", "H", "H", "H", "H", "H", "H", "H", "H", "H", "H", "H", "H", "H", "H", "C", "C", "C", "C", "N", "C", "C", "C", "C", "C", "C", "C", "H", "H", "H", "H", "H", "H", "H", "H"],
  "positions_angstrom": [[0.8285, -0.5958, 1.1542], [-0.8712, 2.7186, -3.3566], [-2.3276, 2.4352, -3.1150], [-3.3137, 3.3416, -3.4930], [-4.6588, 3.0735, -3.2846], [-5.0507, 1.8857, -2.6864], [-4.0857, 0.9730, -2.2888], [-2.7428, 1.2483, -2.5062], [-1.7587, 0.2980, -2.0715], [-1.1127, 0.3946, -0.8868], [-1.3924, 1.4719, -0.1397], [-0.8819, 1.8847, 1.1167], [0.0925, 1.1617, 1.8036], [0.5281, 1.6781, 3.0312], [0.0118, 2.8502, 3.5492], [-0.9654, 3.5374, 2.8380], [-1.4302, 3.0777, 1.6172], [-2.4842, 3.8407, 0.8588], [-0.2480, -0.5472, -0.5027], [-0.0362, -1.6793, -1.3541], [-0.7804, -2.8346, -1.1359], [-0.5623, -3.9636, -1.9104], [0.4046, -3.9310, -2.9027], [1.1455, -2.7771, -3.1165], [0.9448, -1.6331, -2.3521], [1.7462, -0.3843, -2.5848], [-0.7453, 3.6745, -3.8605], [-0.4198, 1.9450, -3.9799], [-0.3075, 2.7537, -2.4210], [-3.0179, 4.2685, -3.9683], [-5.4029, 3.7948, -3.5950], [-6.0974, 1.6682, -2.5240], [-4.3710, 0.0445, -1.8102], [-1.6391, -0.5642, -2.5820], [-2.1043, 2.0704, -0.5326], [1.2950, 1.1506, 3.5913], [0.3632, 3.2319, 4.4985], [-1.3761, 4.4563, 3.2382], [-2.7675, 4.7392, 1.4022], [-3.3932, 3.2485, 0.7138], [-2.1306, 4.1589, -0.1272], [-1.5320, -2.8343, -0.3545], [-1.1430, -4.8597, -1.7387], [0.5850, -4.8060, -3.5125], [1.9005, -2.7619, -3.8927], [2.4540, -0.5287, -3.3985], [2.3092, -0.1089, -1.6916], [1.1033, 0.4616, -2.8375], [-0.0393, -3.7086, 4.0894], [1.2505, -4.1077, 4.4221], [2.3384, -3.4931, 3.8300], [2.1400, -2.4791, 2.8990], [0.8711, -2.1099, 2.5804], [-0.1791, -2.7025, 3.1611], [3.2247, -1.7293, 2.2229], [4.5640, -1.9557, 2.5380], [5.5552, -1.2198, 1.9107], [5.2156, -0.2488, 0.9782], [3.8810, -0.0198, 0.6715], [2.8594, -0.7541, 1.2708], [-0.9097, -4.1625, 4.5389], [1.4072, -4.8960, 5.1464], [3.3377, -3.8030, 4.0926], [-1.1560, -2.3406, 2.8640], [4.8516, -2.6957, 3.2727], [6.5936, -1.3975, 2.1563], [5.9910, 0.3347, 0.4987], [3.6412, 0.7616, -0.0420]],
  "forces_ev_per_angstrom": [[0.0, 0.1, 0.1], [0.0, 0.0, 0.0], [0.0, 0.0, 0.0], [0.0, 0.0, 0.0], [0.0, 0.0, 0.0], [0.0, 0.0, 0.0], [-0.1, 0.0, 0.0], [0.0, 0.0, 0.0], [0.0, 0.0, 0.1], [0.2, -0.3, 0.1], [0.0, -0.1, -0.1], [0.0, 0.0, 0.1], [-0.1, 0.0, 0.0], [0.0, 0.0, 0.0], [0.0, 0.0, 0.0], [0.0, 0.0, 0.0], [0.0, 0.0, 0.0], [0.0, 0.0, 0.0], [-0.3, 0.4, -0.1], [0.0, -0.1, -0.1], [0.0, 0.0, 0.0], [0.0, 0.0, 0.0], [0.0, 0.0, 0.0], [0.0, 0.0, 0.0], [0.0, 0.0, 0.0], [0.0, 0.0, 0.0], [0.0, 0.0, 0.0], [0.0, 0.0, 0.0], [0.0, 0.0, 0.0], [0.0, 0.0, 0.0], [0.0, 0.0, 0.0], [0.0, 0.0, 0.0], [0.0, 0.0, 0.0], [0.0, 0.0, 0.0], [0.0, 0.0, 0.0], [0.0, 0.0, 0.0], [0.0, 0.0, 0.0], [0.0, 0.0, 0.0], [0.0, 0.0, 0.0], [0.0, 0.0, 0.0], [0.0, 0.0, 0.0], [0.0, 0.0, 0.0], [0.0, 0.0, 0.0], [0.0, 0.0, 0.0], [0.0, 0.0, 0.0], [0.0, 0.0, 0.0], [0.0, 0.0, 0.0], [0.0, 0.0, 0.0], [0.1, 0.0, 0.0], [0.0, 0.0, 0.0], [-0.1, 0.0, 0.0], [-0.3, 0.0, 0.0], [0.2, -0.1, 0.0], [0.0, 0.0, 0.0], [0.1, 0.1, -0.1], [0.0, 0.0, 0.0], [0.0, 0.0, 0.0], [0.0, 0.0, 0.0], [0.0, 0.0, 0.0], [0.1, 0.0, 0.0], [0.0, 0.0, 0.0], [0.0, 0.0, 0.0], [0.0, 0.0, 0.0], [0.0, 0.0, 0.0], [0.0, 0.0, 0.0], [0.0, 0.0, 0.0], [0.0, 0.0, 0.0], [0.0, 0.0, 0.0]],
  "mulliken_charge": [-0.54, -1.21, 1.40, -0.89, -0.65, -0.73, -0.13, -0.83, 0.47, 0.03, 0.38, 0.79, 0.06, -0.02, -1.21, -0.69, 0.67, -1.51, 0.62, -1.00, -0.05, -0.98, -0.63, -1.02, 1.76, -0.90, 0.48, 0.28, 0.27, 0.42, 0.42, 0.41, 0.50, 0.24, -0.33, 0.41, 0.42, 0.38, 0.41, 0.37, 0.33, 0.49, 0.45, 0.44, 0.44, 0.50, -0.07, -0.07, -0.97, -0.36, -0.99, 1.28, 0.29, -0.07, 0.05, -0.80, -0.73, -0.88, 0.01, 0.41, 0.41, 0.45, 0.39, 0.47, 0.34, 0.42, 0.42, 0.49],
  "spin_multiplicity": 3,
  "de_lowest_kcal_mol": 0.4,
  "charge": 1,
  "homo_energy_ev": [-10.9, -11.0]
}